[1]
{"formula": "CH2F3GaO", "method": "ωB97M-V/def2-TZVPD", "homo_lumo_gap_ev": 9.61, "max_force_ev_per_a": 4.4, "lumo_ev": -0.193, "homo_energy_ev": -9.805, "charge": 0, "species": ["H", "Ga", "O", "H", "C", "F", "F", "F"], "xyz": [[-0.3143, -0.4933, 0.2515], [2.2066, -0.1690, -0.6414], [1.0195, -1.4340, -0.0296], [0.8909, -2.3239, -0.3632], [-0.6906, 0.7820, 0.1280], [-2.0148, 0.4606, 0.0867], [-0.4929, 1.3745, 1.3324], [-0.6044, 1.8031, -0.7644]], "lowdin_charge": [0.20, 0.66, -0.47, 0.00, -0.52, 0.03, 0.05, 0.06]}

***

[2]
{"formula": "C6H18IN3O4", "method": "ωB97M-V/def2-TZVPD", "homo_lumo_gap_ev": 8.16, "e_above_lowest_kcal_mol": 16.8, "max_force_ev_per_a": 4.2, "lumo_ev": -0.369, "homo_energy_ev": -8.533, "charge": 0, "species": ["O", "H", "H", "H", "I", "O", "C", "N", "C", "H", "H", "H", "H", "H", "O", "C", "N", "C", "H", "H", "H", "H", "H", "O", "C", "N", "C", "H", "H", "H", "H", "H"], "xyz": [[2.5437, 3.3655, 0.5645], [1.6196, 3.1888, 0.7551], [3.0162, 3.4774, 1.3926], [2.8786, 2.6148, 0.0685], [0.4279, 1.1744, 1.9396], [3.7870, 1.2289, -0.2783], [3.9388, 0.0179, -0.3776], [3.2936, -0.8039, 0.4178], [5.0098, -0.6008, -1.1787], [3.0792, -1.7078, 0.0215], [2.5875, -0.3495, 0.9791], [5.8956, 0.0345, -1.1768], [4.7422, -0.8141, -2.2135], [5.4705, -1.4589, -0.6893], [-1.3153, -3.1466, -1.2305], [-1.1068, -2.3875, -0.2827], [0.0197, -1.7255, -0.2123], [-2.1660, -2.1275, 0.7141], [0.6035, -1.7568, -1.0358], [0.3129, -1.3279, 0.6687], [-2.5516, -2.9905, 1.2569], [-2.9316, -1.4869, 0.2765], [-1.6292, -1.6298, 1.5216], [-3.3458, 0.9175, -1.7974], [-3.7794, 1.0909, -0.6581], [-2.9175, 1.3359, 0.3514], [-5.2785, 0.8985, -0.3813], [-3.1410, 1.1944, 1.3262], [-1.9190, 1.3212, 0.2001], [-5.9496, 1.7574, -0.3932], [-5.6318, 0.5345, 0.5835], [-5.5632, 0.1615, -1.1322]], "lowdin_charge": [0.22, -0.02, 0.16, 0.06, -0.03, 0.00, -0.59, 0.18, 0.00, 0.12, -0.02, 0.09, 0.10, 0.09, 0.01, -0.64, 0.15, 0.00, 0.11, -0.03, 0.09, 0.08, 0.05, 0.01, -0.59, 0.14, -0.02, 0.09, -0.01, 0.07, 0.07, 0.08]}

***

[3]
{"formula": "C12H10AsIrN4S4", "method": "ωB97M-V/def2-TZVPD", "homo_lumo_gap_ev": [6.92, 5.34], "e_above_lowest_kcal_mol": 0.0, "max_force_ev_per_a": 1.0, "lumo_ev": [1.938, 0.439], "homo_energy_ev": [-4.984, -4.901], "charge": -1, "spin_multiplicity": 2, "species": ["Ir", "S", "As", "S", "S", "S", "N", "C", "C", "C", "C", "C", "C", "C", "C", "C", "N", "H", "H", "H", "H", "H", "H", "N", "C", "C", "N", "C", "H", "H", "H", "H"], "xyz": [[-0.4199, 0.1895, 0.2015], [-4.0510, -0.7052, 3.1887], [-2.1168, -1.2614, 2.7124], [-0.7454, 0.5548, 2.4395], [-1.9009, -1.4862, 0.4024], [-1.1069, -2.8501, 3.6031], [0.0550, 3.2410, -0.4535], [-0.1546, 2.1373, -0.1730], [1.6201, -0.2027, 0.2194], [1.8201, -1.6758, 0.1997], [1.7070, -2.4244, 1.3727], [1.8535, -3.7967, 1.3452], [2.1298, -4.4411, 0.1385], [2.2399, -3.7053, -1.0421], [2.0799, -2.3334, -1.0047], [2.3058, -5.8630, 0.0950], [2.4659, -7.0014, 0.0468], [2.1168, 0.2461, -0.6454], [2.0160, 0.2415, 1.1304], [1.4351, -1.9374, 2.3009], [1.7209, -4.3684, 2.2537], [2.4461, -4.2156, -1.9737], [2.1553, -1.7589, -1.9215], [0.0391, 0.3805, -4.0415], [-0.8255, -0.6897, -4.0281], [-1.0471, -0.9644, -2.7170], [-0.3278, -0.0862, -1.9422], [0.3073, 0.7169, -2.7650], [0.3930, 0.8588, -4.8498], [-1.1964, -1.1450, -4.9275], [-1.6535, -1.7330, -2.2695], [0.9256, 1.5497, -2.4744]], "lowdin_spin": [0.42, 0.01, 0.00, 0.27, 0.23, 0.03, 0.02, 0.00, 0.02, 0.00, 0.00, 0.00, 0.00, 0.00, 0.00, 0.00, 0.00, 0.00, 0.00, 0.00, 0.00, 0.00, 0.00, 0.00, 0.00, 0.00, 0.00, 0.00, 0.00, 0.00, 0.00, 0.00]}

***

[4]
{"formula": "C3H8OS2", "method": "ωB97M-V/def2-TZVPD", "homo_lumo_gap_ev": 8.78, "e_above_lowest_kcal_mol": 30.8, "max_force_ev_per_a": 3.7, "smiles": "CC=O.CSS", "lumo_ev": 0.512, "homo_energy_ev": -8.267, "charge": 0, "species": ["C", "C", "O", "H", "H", "H", "H", "C", "S", "S", "H", "H", "H", "H"], "xyz": [[-2.4190, -0.1376, 1.0551], [-2.3309, -1.3485, 0.0244], [-1.6269, -1.2948, -0.9484], [-1.4548, 0.4718, 1.1162], [-3.3232, 0.4779, 0.9181], [-2.6007, -0.3860, 2.1213], [-2.9258, -2.3013, 0.2508], [2.8163, 1.5217, -1.1168], [1.7844, 0.0657, -1.2987], [1.4144, -0.6605, 0.6461], [2.9660, 1.7670, -0.0851], [3.8461, 1.3311, -1.3791], [2.3274, 2.3633, -1.6813], [1.5267, -1.8699, 0.3776]], "lowdin_charge": [-0.07, -0.30, 0.00, 0.07, 0.06, 0.06, 0.12, -0.50, 0.40, 0.35, 0.01, 0.02, 0.05, -0.27]}

***

[5]
{"formula": "C21H27CaN3OS5SeSi2", "method": "ωB97M-V/def2-TZVPD", "homo_lumo_gap_ev": 5.14, "e_above_lowest_kcal_mol": 7.6, "max_force_ev_per_a": 0.3, "lumo_ev": 3.850, "homo_energy_ev": -1.293, "charge": -2, "species": ["Ca", "C", "Si", "C", "C", "C", "C", "C", "C", "C", "Si", "C", "C", "H", "H", "H", "H", "H", "H", "H", "H", "H", "H", "H", "H", "H", "H", "H", "H", "O", "C", "S", "C", "C", "S", "S", "S", "S", "C", "C", "N", "C", "H", "H", "H", "C", "N", "C", "C", "N", "C", "C", "Se", "H", "H", "H", "H", "H", "H", "H", "H"], "xyz": [[0.1844, 0.5216, 0.8028], [-0.0666, -3.4624, 2.3441], [-1.1385, -2.2022, 1.3348], [-2.7456, -2.1230, 2.4382], [-1.7960, -3.4161, -0.0336], [-2.3036, -4.6429, 0.4233], [-2.6867, -5.6710, -0.4180], [-2.5586, -5.4976, -1.7884], [-2.0917, -4.2863, -2.2655], [-1.7217, -3.2181, -1.4243], [-1.3843, -1.6744, -2.5216], [-3.0249, -1.5221, -3.4815], [-0.0910, -2.2894, -3.7849], [-0.6367, -4.3306, 2.6955], [0.3931, -2.9953, 3.2204], [0.7494, -3.8332, 1.7164], [-2.9007, -3.0319, 3.0333], [-3.6144, -2.0019, 1.7840], [-2.7696, -1.2739, 3.1244], [-2.3906, -4.7999, 1.4939], [-3.0697, -6.6016, -0.0104], [-2.8268, -6.2911, -2.4784], [-2.0208, -4.1637, -3.3420], [-3.0769, -2.2297, -4.3133], [-3.1248, -0.5099, -3.8740], [-3.8712, -1.7154, -2.8196], [-0.5503, -2.7801, -4.6475], [0.5974, -2.9979, -3.3194], [0.4887, -1.4386, -4.1454], [3.4796, 6.8232, 0.8383], [2.9675, 5.7286, 0.9694], [1.3452, 5.4504, 1.5883], [1.3245, 3.6903, 1.5014], [2.4409, 3.1102, 1.0128], [2.8421, 1.4088, 0.7573], [3.7379, 4.2070, 0.5392], [-0.1761, 2.9793, 2.1014], [0.7355, -0.8426, 5.7478], [2.2576, -0.5229, 5.0320], [2.0816, -0.1383, 3.7420], [0.7792, -0.1106, 3.3125], [-0.0246, -0.4550, 4.2699], [3.1866, -0.6050, 5.5684], [2.8469, 0.1799, 3.0466], [-1.0933, -0.5102, 4.1479], [-2.9754, 2.2211, -5.2541], [-1.6631, 1.8116, -5.6955], [-1.4287, 0.8821, -6.6873], [-0.0973, 0.6898, -6.7116], [0.4275, 1.5130, -5.7381], [1.8093, 1.5067, -5.3082], [-0.5244, 2.2230, -5.0692], [-0.8228, 0.3513, -1.8218], [-3.4764, 2.8262, -6.0143], [-2.8429, 2.8045, -4.3471], [-3.5851, 1.3479, -5.0205], [-2.2142, 0.4269, -7.2655], [0.5050, 0.0300, -7.3120], [2.4771, 1.5560, -6.1704], [2.0232, 0.6114, -4.7233], [1.9558, 2.3748, -4.6723]], "lowdin_charge": [0.56, -0.29, 0.53, -0.29, -0.31, -0.14, -0.12, -0.12, -0.15, -0.28, 0.09, -0.24, -0.24, 0.00, -0.02, 0.01, 0.00, 0.01, -0.03, 0.07, 0.08, 0.08, 0.08, 0.01, -0.02, 0.02, 0.01, 0.02, -0.01, -0.14, -1.08, 0.89, -1.20, -1.18, 0.32, 0.88, 0.28, 0.97, -0.41, -0.25, -0.10, -0.51, 0.05, 0.03, 0.06, -0.06, -0.19, -0.10, -0.10, -0.19, -0.05, -0.04, 0.12, 0.08, 0.08, 0.07, 0.10, 0.10, 0.08, 0.08, 0.08]}

***

[6]
{"formula": "C9H10BrNO3S", "method": "ωB97M-V/def2-TZVPD", "homo_lumo_gap_ev": [7.91, 4.98], "e_above_lowest_kcal_mol": 42.7, "max_force_ev_per_a": 3.9, "lumo_ev": [-2.170, -3.351], "homo_energy_ev": [-10.082, -8.327], "charge": 0, "species": ["C", "C", "C", "C", "C", "C", "C", "C", "C", "N", "O", "O", "O", "S", "Br", "H", "H", "H", "H", "H", "H", "H", "H", "H", "H"], "xyz": [[1.5441, -1.8132, -2.5074], [1.7646, -0.3940, -2.5123], [0.5712, -2.3325, -1.6827], [1.1108, 0.2911, -1.4346], [-0.0116, -1.6016, -0.7090], [0.2178, -0.2471, -0.5283], [-0.0730, 2.0022, 0.5828], [-0.1038, -0.5359, 3.0927], [-0.4027, 0.5813, 0.3722], [-0.6764, 2.9119, -0.1956], [0.7963, 2.2559, 1.3970], [-1.9935, 1.2345, 2.4282], [-2.1416, -1.0277, 1.4007], [-1.3853, 0.0869, 1.8481], [-3.0123, 0.6203, -1.5990], [2.2200, -2.5592, -3.0270], [2.5704, 0.0400, -3.0719], [0.3838, -3.4449, -1.7336], [1.3380, 1.3148, -1.3284], [-0.5410, -2.2107, -0.0140], [-0.5701, -0.2027, 4.0891], [-0.3707, -1.5951, 3.1127], [0.7279, 0.1418, 2.8148], [-1.3275, 2.5779, -0.8442], [-0.6355, 3.9059, 0.0498]], "lowdin_charge": [-0.06, 0.00, -0.09, 0.01, -0.04, -0.28, -0.61, -0.08, -0.16, 0.21, 0.09, -0.29, -0.34, 0.62, 0.10, 0.13, 0.10, 0.14, 0.10, 0.11, 0.09, 0.06, 0.06, 0.00, 0.14]}

***

[7]
{"formula": "CH19LiO9", "method": "ωB97M-V/def2-TZVPD", "homo_lumo_gap_ev": 8.21, "e_above_lowest_kcal_mol": 56.2, "max_force_ev_per_a": 11.0, "lumo_ev": -1.332, "homo_energy_ev": -9.543, "charge": 0, "species": ["Li", "C", "O", "H", "H", "H", "O", "H", "H", "O", "H", "H", "O", "H", "H", "O", "H", "H", "O", "H", "H", "O", "H", "H", "O", "H", "H", "O", "H", "H"], "xyz": [[1.6331, -1.4095, 0.8579], [-0.0957, -0.0289, -0.0261], [0.2738, -1.2448, -0.5610], [-0.1765, 0.7356, -0.7947], [0.4600, 0.3452, 0.9291], [-1.2446, -0.0754, 0.0489], [1.5802, 2.4264, 1.3298], [1.2388, 1.7549, 0.8389], [2.4478, 2.2395, 1.2024], [0.1958, 0.9998, -4.2590], [0.3097, 0.0903, -4.0029], [0.3861, 1.6793, -3.5728], [-1.7527, -1.3106, -2.5053], [-0.9866, -1.2959, -1.9073], [-2.0072, -0.2996, -2.3138], [-2.4863, 1.7492, 1.6853], [-2.2517, 1.3267, 0.8973], [-3.2054, 2.4251, 1.4265], [-0.3299, 1.8522, 3.3307], [-0.6960, 1.5916, 2.5222], [0.3462, 2.1987, 2.8535], [-1.7497, -2.6426, 0.5729], [-1.8207, -3.5472, 0.2312], [-1.0588, -2.2099, 0.1784], [2.2613, -0.9203, 2.7496], [3.3294, -0.9267, 3.1449], [1.7217, -1.2387, 3.4854], [1.3218, -1.2781, -3.0888], [0.9769, -2.0369, -3.0805], [1.3795, -0.9493, -2.1726]], "lowdin_charge": [0.78, -0.32, -0.46, 0.07, 0.06, 0.09, 0.05, -0.06, 0.01, -0.08, -0.03, 0.04, -0.11, -0.04, 0.11, -0.04, -0.03, 0.11, -0.01, -0.05, -0.07, -0.04, 0.05, -0.10, -0.18, 0.20, 0.05, 0.02, -0.08, 0.04]}

***

[8]
{"formula": "C5H5NO2", "method": "ωB97M-V/def2-TZVPD", "homo_lumo_gap_ev": [6.92, 8.02], "e_above_lowest_kcal_mol": 266.6, "max_force_ev_per_a": 8.0, "lumo_ev": [-1.886, -1.107], "homo_energy_ev": [-8.805, -9.124], "charge": 0, "species": ["C", "C", "C", "C", "C", "N", "O", "O", "H", "H", "H", "H", "H"], "xyz": [[3.1097, 0.1126, 0.0449], [2.0184, -0.5032, -0.0938], [0.8646, -1.1539, -0.0087], [-0.7813, 0.2741, -0.0128], [-1.9167, -0.6691, 0.0819], [-0.3735, 1.5349, -0.0515], [-1.3186, 2.3031, -0.2612], [0.8003, 1.9464, -0.0090], [3.8708, 0.8147, 0.2788], [0.3379, -1.8788, -0.4719], [-2.8197, -0.0595, 0.3274], [-2.0242, -1.4009, -0.7765], [-1.7678, -1.3203, 0.9524]], "lowdin_charge": [0.16, -0.23, 0.11, 0.02, -0.08, -0.41, 0.06, 0.04, 0.04, 0.01, 0.09, 0.11, 0.08]}

***

Number 1: calculated total energy -63644.18225 eV. Number 2: calculated total energy -27275.66286 eV. Number 3: calculated total energy -125589.27991 eV. Number 4: calculated total energy -26957.27235 eV. Number 5: calculated total energy -182454.33929 eV. Number 6: calculated total energy -98001.85309 eV. Number 7: calculated total energy -19975.25542 eV. Number 8: calculated total energy -10839.75479 eV.